No. 1
Entry from the OMol25 dataset: 13 unconnected molecules or ions with the total composition C60H153N7O20 at a distorted geometry (the ωB97M-V functional and the def2-TZVPD basis).

Geometry as XYZ:
```
240
Properties=species:S:1:pos:R:3
C 4.63 1.99 2.54
O 3.78 3.07 2.90
C 4.60 4.25 3.01
C 3.83 5.42 3.55
N 2.89 5.92 2.63
C 2.02 7.00 3.07
C 0.94 6.63 4.09
O 0.29 5.41 3.78
C -0.60 5.54 2.62
H 5.31 1.65 3.35
H 5.30 2.29 1.73
H 3.94 1.20 2.16
H 5.02 4.42 2.04
H 5.45 4.14 3.71
H 4.56 6.12 3.76
H 3.33 5.12 4.45
H 2.34 5.29 2.06
H 1.54 7.48 2.21
H 2.53 7.78 3.67
H 0.31 7.50 4.25
H 1.35 6.36 5.05
H -1.36 6.26 2.81
H -1.03 4.58 2.48
H 0.04 5.78 1.75
C -5.68 -2.42 -8.84
O -4.53 -2.34 -8.00
C -4.54 -3.33 -6.99
C -3.29 -3.21 -6.06
N -3.15 -2.10 -5.12
C -2.47 -1.03 -5.82
C -2.20 0.17 -4.92
O -3.50 0.69 -4.64
C -3.43 1.52 -3.49
H -5.58 -3.37 -9.43
H -5.74 -1.62 -9.53
H -6.62 -2.45 -8.23
H -4.53 -4.36 -7.40
H -5.43 -3.34 -6.36
H -2.44 -3.28 -6.74
H -3.21 -4.21 -5.61
H -4.00 -1.83 -4.65
H -3.10 -0.73 -6.69
H -1.50 -1.38 -6.23
H -1.63 1.00 -5.39
H -1.76 -0.26 -4.05
H -4.37 2.01 -3.39
H -2.61 2.28 -3.64
H -3.19 0.94 -2.60
C 5.80 7.87 -3.89
O 4.90 7.59 -2.74
C 5.63 7.53 -1.56
C 4.77 7.20 -0.36
N 4.34 5.79 -0.38
C 3.36 5.48 -1.40
C 2.79 4.09 -1.06
O 2.08 4.22 0.20
C 1.54 2.98 0.59
H 6.39 8.82 -3.69
H 5.14 7.91 -4.68
H 6.52 7.05 -3.99
H 6.16 8.46 -1.42
H 6.39 6.70 -1.66
H 3.85 7.83 -0.31
H 5.34 7.43 0.52
H 3.83 5.68 0.46
H 3.82 5.34 -2.40
H 2.60 6.20 -1.51
H 3.55 3.32 -0.96
H 2.05 3.79 -1.77
H 1.19 3.14 1.64
H 2.32 2.18 0.67
H 0.79 2.57 -0.12
C -3.19 3.23 -0.75
O -4.49 2.67 -0.55
C -5.39 3.75 -0.27
C -6.75 3.31 0.19
N -6.66 2.61 1.46
C -7.95 2.44 2.16
C -7.80 1.87 3.50
O -7.27 0.51 3.28
C -6.89 -0.35 4.34
H -2.60 2.34 -0.49
H -3.04 4.01 -0.03
H -3.03 3.58 -1.77
H -5.63 4.28 -1.25
H -4.88 4.37 0.52
H -7.23 2.80 -0.68
H -7.39 4.24 0.20
H -6.36 1.63 1.17
H -8.64 1.84 1.61
H -8.47 3.43 2.23
H -8.78 1.84 4.12
H -7.06 2.47 4.05
H -6.27 -1.08 3.83
H -7.78 -0.80 4.78
H -6.22 0.05 5.09
C 10.83 0.67 1.27
O 9.98 0.71 0.16
C 9.99 -0.43 -0.67
C 9.23 -0.11 -1.91
N 7.79 -0.26 -1.88
C 7.10 0.57 -0.86
C 5.68 0.18 -0.75
O 5.61 -1.05 -0.01
C 4.30 -1.55 0.07
H 10.53 -0.11 2.04
H 10.79 1.65 1.72
H 11.82 0.38 0.90
H 9.61 -1.33 -0.18
H 11.01 -0.77 -0.85
H 9.61 -0.76 -2.72
H 9.43 0.93 -2.21
H 7.55 -1.23 -1.67
H 7.06 1.60 -1.21
H 7.64 0.52 0.09
H 5.43 -0.06 -1.76
H 5.02 0.92 -0.37
H 3.61 -0.74 0.14
H 4.18 -2.18 0.97
H 3.98 -2.20 -0.78
C -4.05 0.09 1.08
O -5.38 -0.38 0.87
C -5.42 -1.47 -0.11
C -6.81 -1.58 -0.74
N -7.35 -0.45 -1.47
C -6.50 0.13 -2.52
C -7.29 1.18 -3.31
O -6.56 1.96 -4.24
C -6.24 1.16 -5.35
H -4.11 0.81 1.85
H -3.63 0.52 0.18
H -3.36 -0.69 1.41
H -5.16 -2.43 0.33
H -4.68 -1.25 -0.89
H -7.54 -1.86 0.03
H -6.74 -2.56 -1.27
H -7.56 0.31 -0.84
H -6.23 -0.69 -3.23
H -5.57 0.65 -2.18
H -7.72 1.89 -2.59
H -8.17 0.69 -3.79
H -5.50 1.67 -5.96
H -7.14 0.89 -5.95
H -5.79 0.21 -5.06
C -0.45 -5.04 2.75
O -0.32 -3.90 3.54
C 1.08 -3.52 3.67
C 1.10 -2.34 4.61
N 0.66 -1.12 3.91
C 0.93 0.15 4.54
C 0.17 1.27 3.90
O -1.20 1.11 4.09
C -2.00 1.82 3.21
H 0.19 -5.90 3.11
H -0.15 -4.80 1.74
H -1.50 -5.34 2.80
H 1.52 -3.45 2.69
H 1.63 -4.41 4.17
H 2.10 -2.20 5.03
H 0.45 -2.59 5.41
H -0.30 -1.20 3.90
H 2.01 0.34 4.40
H 0.78 0.21 5.65
H 0.42 1.32 2.83
H 0.58 2.15 4.38
H -1.70 1.67 2.16
H -1.94 2.91 3.42
H -3.02 1.59 3.43
C -2.98 -4.31 -0.25
C -2.34 -4.50 -1.60
C -2.86 -5.87 -2.16
O -2.75 -3.44 -2.43
H -2.58 -3.49 0.29
H -2.75 -5.21 0.31
H -4.06 -4.20 -0.32
H -1.24 -4.45 -1.54
H -2.85 -6.75 -1.53
H -2.40 -5.97 -3.16
H -3.94 -5.73 -2.30
H -2.39 -3.45 -3.33
C -3.33 -2.02 3.94
C -3.49 -3.05 5.05
C -4.54 -4.12 4.66
O -2.28 -3.48 5.58
H -4.33 -1.83 3.44
H -2.63 -2.38 3.13
H -2.94 -1.08 4.38
H -3.94 -2.52 5.94
H -4.13 -4.76 3.92
H -5.36 -3.67 4.19
H -4.92 -4.62 5.60
H -1.65 -3.65 4.87
C 4.61 -2.75 3.74
C 5.57 -1.80 4.39
C 6.60 -1.26 3.37
O 4.78 -0.73 4.93
H 3.95 -2.28 2.99
H 3.83 -3.04 4.41
H 5.03 -3.68 3.25
H 6.11 -2.29 5.20
H 7.16 -2.05 2.80
H 7.31 -0.59 3.86
H 5.95 -0.79 2.64
H 5.40 -0.01 5.05
C 0.66 -0.22 -0.89
C 0.34 -0.52 0.59
C -0.62 -1.76 0.51
O 1.48 -0.93 1.31
H 1.39 -0.92 -1.28
H 0.96 0.81 -0.95
H -0.27 -0.27 -1.47
H -0.16 0.39 0.93
H -0.83 -2.09 1.52
H -0.09 -2.59 0.00
H -1.54 -1.57 -0.02
H 1.21 -1.03 2.26
C 1.87 -4.33 -5.47
C 0.81 -3.76 -4.55
C 1.12 -3.60 -3.00
O 0.17 -2.60 -5.08
H 2.80 -3.81 -5.25
H 1.57 -4.16 -6.51
H 1.94 -5.41 -5.37
H -0.02 -4.51 -4.67
H 0.29 -3.14 -2.40
H 1.93 -2.86 -2.85
H 1.39 -4.55 -2.54
H 0.51 -1.81 -4.61
C 3.09 -5.26 0.47
C 2.21 -6.15 -0.37
C 2.78 -6.79 -1.66
O 1.78 -7.21 0.48
H 2.55 -5.03 1.42
H 3.22 -4.25 0.00
H 4.08 -5.63 0.69
H 1.35 -5.50 -0.69
H 3.58 -7.45 -1.27
H 3.34 -6.08 -2.32
H 1.99 -7.43 -2.11
H 1.27 -7.85 -0.05
```

Spin multiplicity: 1
Total charge: 0
HOMO-LUMO gap in eV: 8.799
HOMO energy in eV: -8.3
E_LUMO in eV: 0.499

=====

No. 2
Entry from the OMol25 dataset: 13 unconnected molecules or ions with the total composition C60H159N13O17 at a distorted geometry (the ωB97M-V functional and the def2-TZVPD basis).

Geometry as XYZ:
```
249
Properties=species:S:1:pos:R:3
C 7.89 2.44 4.81
O 8.04 1.64 5.91
C 7.27 2.00 7.00
C 5.80 1.66 6.78
N 5.62 0.17 6.67
C 4.31 -0.38 6.41
C 4.14 -0.86 4.96
O 4.47 0.24 4.09
C 3.86 0.22 2.89
H 6.94 2.18 4.28
H 8.72 2.25 4.10
H 7.86 3.51 4.91
H 7.32 3.07 7.23
H 7.61 1.54 7.92
H 5.40 2.20 5.93
H 5.31 1.97 7.71
H 6.39 -0.40 6.34
H 3.63 0.51 6.38
H 3.97 -1.18 7.10
H 3.03 -1.15 4.72
H 4.76 -1.68 4.69
H 4.17 -0.67 2.32
H 4.24 1.11 2.38
H 2.73 0.24 2.94
C -5.90 0.16 5.24
O -4.96 -0.02 4.20
C -4.77 1.08 3.34
C -5.98 1.29 2.51
N -6.21 0.20 1.59
C -7.49 0.31 0.89
C -7.46 -0.55 -0.41
O -8.66 -0.58 -1.14
C -8.85 0.51 -2.02
H -6.81 0.60 4.91
H -5.51 0.78 6.08
H -6.19 -0.85 5.63
H -3.97 0.79 2.70
H -4.55 2.06 3.82
H -5.71 2.17 1.87
H -6.87 1.59 3.09
H -6.22 -0.69 2.10
H -7.59 1.37 0.58
H -8.38 0.21 1.56
H -7.10 -1.58 -0.12
H -6.62 -0.18 -1.02
H -9.85 0.33 -2.40
H -8.13 0.44 -2.85
H -8.85 1.48 -1.58
C 1.58 -11.12 4.33
O 2.20 -9.96 3.85
C 1.32 -8.89 3.54
C 2.19 -7.58 3.40
N 1.29 -6.47 3.22
C 0.58 -6.40 1.92
C -0.28 -5.11 1.92
O 0.57 -3.95 2.23
C -0.15 -2.77 2.38
H 0.98 -11.66 3.64
H 0.94 -10.81 5.15
H 2.35 -11.84 4.77
H 0.60 -8.71 4.40
H 0.73 -9.07 2.67
H 2.90 -7.72 2.58
H 2.78 -7.43 4.28
H 1.83 -5.64 3.18
H -0.11 -7.26 1.82
H 1.18 -6.39 1.02
H -1.06 -5.20 2.69
H -0.77 -4.98 0.93
H -0.98 -2.89 3.06
H -0.48 -2.37 1.44
H 0.51 -2.12 2.90
C 2.36 4.10 -5.15
O 1.22 3.28 -5.28
C 0.65 3.27 -6.62
C 1.33 2.16 -7.42
N 0.97 0.88 -6.83
C 1.70 -0.21 -7.47
C 1.73 -1.33 -6.47
O 2.47 -0.94 -5.31
C 2.63 -2.02 -4.38
H 2.95 3.90 -4.21
H 2.14 5.20 -5.05
H 3.04 3.94 -5.99
H 0.74 4.30 -7.04
H -0.42 3.01 -6.53
H 2.39 2.29 -7.50
H 0.99 2.19 -8.47
H 1.00 0.90 -5.81
H 2.67 0.18 -7.82
H 1.18 -0.59 -8.38
H 2.29 -2.19 -6.91
H 0.71 -1.66 -6.20
H 3.15 -1.54 -3.53
H 3.27 -2.79 -4.83
H 1.62 -2.39 -4.18
C -1.29 1.75 -3.39
C -1.49 3.03 -2.55
C -2.43 2.82 -1.44
O -3.82 2.64 -1.88
C -4.72 2.20 -0.88
N -0.19 3.45 -2.05
H -2.28 1.36 -3.64
H -0.78 0.99 -2.84
H -0.72 2.06 -4.24
H -2.01 3.80 -3.21
H -2.36 3.63 -0.73
H -2.20 1.92 -0.87
H -5.66 2.04 -1.41
H -4.97 3.00 -0.13
H -4.37 1.34 -0.35
H -0.21 4.44 -1.84
H 0.51 3.40 -2.77
C 0.18 -5.63 -3.93
C 0.32 -5.17 -2.47
C 1.77 -4.93 -2.09
O 1.70 -4.68 -0.73
C 2.91 -4.19 -0.16
N -0.50 -3.94 -2.13
H 0.80 -6.47 -4.12
H 0.53 -4.84 -4.64
H -0.84 -5.84 -4.18
H -0.04 -5.96 -1.79
H 2.13 -4.09 -2.68
H 2.38 -5.83 -2.37
H 3.64 -5.01 -0.10
H 2.76 -3.77 0.82
H 3.25 -3.44 -0.84
H -0.35 -3.75 -1.18
H -1.49 -3.95 -2.33
C -2.62 4.38 2.20
C -3.46 5.49 2.84
C -5.01 5.36 2.70
O -5.48 5.07 1.43
C -6.85 5.10 1.15
N -3.18 5.77 4.24
H -1.66 4.79 1.90
H -3.19 4.00 1.36
H -2.47 3.61 2.94
H -3.20 6.43 2.36
H -5.40 6.30 3.12
H -5.30 4.64 3.48
H -6.96 5.02 0.10
H -7.15 6.11 1.50
H -7.43 4.33 1.70
H -2.34 6.31 4.30
H -2.95 4.88 4.72
C -4.16 -3.55 2.02
C -4.83 -3.97 3.28
C -3.83 -4.16 4.38
O -4.49 -4.46 5.57
C -3.67 -4.49 6.76
N -5.87 -3.10 3.67
H -3.70 -2.54 2.01
H -4.90 -3.64 1.21
H -3.34 -4.30 1.89
H -5.23 -4.95 3.03
H -3.24 -3.25 4.42
H -3.12 -4.91 4.02
H -3.37 -3.50 7.02
H -2.80 -5.08 6.51
H -4.26 -5.05 7.51
H -5.41 -2.17 3.90
H -6.29 -3.42 4.54
C -4.97 7.87 -0.76
C -4.28 6.79 -1.64
C -2.80 6.71 -1.17
O -2.15 8.00 -1.12
C -0.93 8.15 -0.40
N -4.98 5.53 -1.45
H -4.85 7.59 0.29
H -6.02 8.01 -1.03
H -4.48 8.83 -0.87
H -4.34 7.02 -2.71
H -2.26 6.00 -1.83
H -2.75 6.19 -0.16
H -0.71 9.21 -0.52
H -0.24 7.44 -0.80
H -1.14 8.05 0.66
H -4.69 4.76 -2.01
H -4.78 5.20 -0.54
C 5.66 -1.71 -1.41
C 7.22 -1.48 -1.43
C 7.62 -0.81 -0.09
O 6.84 -1.33 0.96
C 7.12 -0.70 2.20
N 7.80 -2.78 -1.67
H 5.52 -2.17 -0.44
H 5.31 -2.34 -2.23
H 5.09 -0.77 -1.25
H 7.53 -0.79 -2.23
H 7.46 0.29 -0.14
H 8.65 -0.93 0.15
H 6.54 -1.19 2.98
H 6.93 0.38 2.20
H 8.17 -0.87 2.47
H 7.53 -3.40 -0.92
H 8.79 -2.67 -1.40
C -2.59 -1.50 -0.71
C -3.78 -1.97 -1.50
C -3.82 -1.23 -2.80
O -5.03 -1.69 -3.41
C -5.23 -0.91 -4.60
N -3.80 -3.43 -1.68
H -2.43 -2.15 0.19
H -2.85 -0.48 -0.35
H -1.56 -1.47 -1.17
H -4.66 -1.62 -0.92
H -2.99 -1.56 -3.44
H -3.68 -0.15 -2.67
H -5.30 0.16 -4.25
H -6.18 -1.21 -5.06
H -4.37 -1.11 -5.28
H -3.63 -3.88 -0.78
H -4.70 -3.69 -2.09
C 7.10 3.51 -6.07
C 7.84 3.43 -4.81
C 7.15 2.52 -3.79
O 5.83 2.93 -3.58
C 5.00 1.93 -3.01
N 9.23 3.00 -4.95
H 6.04 3.87 -5.93
H 6.88 2.48 -6.42
H 7.52 4.05 -6.88
H 7.99 4.40 -4.34
H 7.76 2.56 -2.86
H 7.24 1.46 -4.13
H 4.95 1.09 -3.70
H 3.99 2.28 -2.80
H 5.37 1.57 -2.07
H 9.29 2.25 -5.65
H 9.76 3.79 -5.32
C 1.63 -1.16 -0.36
C 1.20 0.26 -0.73
C 1.57 1.24 0.37
O 0.78 0.99 1.57
C -0.54 1.53 1.50
N 2.01 0.80 -1.85
H 1.17 -1.93 -0.98
H 1.40 -1.28 0.69
H 2.74 -1.13 -0.48
H 0.10 0.28 -0.89
H 1.38 2.25 0.01
H 2.59 1.11 0.65
H -1.23 0.83 1.01
H -0.58 2.49 0.98
H -0.87 1.65 2.57
H 1.78 1.81 -1.84
H 1.82 0.30 -2.72
```

Spin multiplicity: 1
Total charge: 0
HOMO-LUMO gap in eV: 8.667
HOMO energy in eV: -8.3
E_LUMO in eV: 0.412